(1)
Entry from the OMol25 dataset: a single C19H25N5O3S molecule (ωB97M-V with the def2-TZVPD basis set).

Output
energy relative to the best compared isomer or geometry (same formula, charge and spin) = 321.3 kJ/mol
HOMO = -8.8 eV

Last column: natural (NBO) charge in e.
Cartesian coordinates (Å):
C (1.836829, -1.827587, -5.983192)  -0.6078
C (1.417893, -1.482496, -4.560236)  -0.3854
C (2.533419, -0.793294, -3.757139)  -0.2769
C (3.814335, -1.628123, -3.608717)  -0.3903
C (3.595979, -3.005180, -2.994819)  -0.6173
C (2.013857, -0.376248, -2.425632)  0.0743
N (2.599893, -0.577466, -1.302730)  -0.2807
N (1.959750, -0.089888, -0.245081)  -0.3161
C (0.857274, 0.506514, -0.561022)  0.1949
N (0.032563, 1.078582, 0.366894)  -0.6273
C (-1.200570, 1.588927, 0.047318)  0.6821
O (-1.600876, 1.618979, -1.095167)  -0.5828
C (-1.926345, 2.174495, 1.207818)  -0.2250
C (-2.545566, 3.389689, 0.979225)  -0.1043
C (-3.124444, 4.089781, 2.029574)  -0.0301
N (-3.755367, 5.352143, 1.790135)  0.5301
O (-3.790259, 5.761564, 0.647887)  -0.3762
O (-4.217488, 5.940663, 2.748486)  -0.3851
C (-3.076816, 3.571319, 3.321297)  -0.1381
C (-2.495096, 2.347107, 3.547772)  -0.2865
C (-1.933141, 1.595352, 2.501074)  0.3289
N (-1.386194, 0.349950, 2.711883)  -0.4769
C (-1.035630, -0.072100, 4.055063)  -0.2174
C (0.096817, -1.097525, 3.984543)  -0.4015
C (-0.323190, -2.303201, 3.152671)  -0.3978
C (-0.730761, -1.827618, 1.762425)  -0.4148
C (-1.821523, -0.767499, 1.883882)  -0.2107
S (0.489416, 0.505325, -2.262948)  0.3945
H (0.985633, -2.218959, -6.535457)  0.2141
H (2.620704, -2.579854, -5.992446)  0.2052
H (2.201133, -0.941860, -6.499270)  0.2035
H (0.560307, -0.805869, -4.600626)  0.2034
H (1.098982, -2.385668, -4.037775)  0.2061
H (2.801082, 0.127826, -4.294024)  0.2200
H (4.276010, -1.733878, -4.591594)  0.2029
H (4.501203, -1.068119, -2.972883)  0.2232
H (2.982180, -3.633714, -3.634886)  0.1935
H (3.117534, -2.909572, -2.024697)  0.2228
H (4.554451, -3.499456, -2.856077)  0.2127
H (0.334904, 1.036035, 1.331087)  0.4374
H (-2.555353, 3.806905, -0.016941)  0.2651
H (-3.526248, 4.131394, 4.127034)  0.2516
H (-2.511129, 1.945145, 4.547341)  0.2244
H (-0.694608, 0.795943, 4.621629)  0.2124
H (-1.899597, -0.517415, 4.570511)  0.1779
H (0.359604, -1.403555, 4.997747)  0.2158
H (0.975329, -0.634672, 3.530703)  0.2061
H (0.499176, -3.014878, 3.080656)  0.2192
H (-1.165867, -2.805814, 3.633266)  0.1945
H (-1.113142, -2.659265, 1.169539)  0.2181
H (0.142021, -1.420722, 1.250773)  0.2163
H (-2.123081, -0.405864, 0.900911)  0.2160
H (-2.705987, -1.226282, 2.354211)  0.1823

Atoms 1-6, force components in eV/Å:
C -0.14 0.00 0.20
C 0.23 0.12 -0.14
C 0.13 -0.16 -0.27
C -0.12 0.02 0.06
C 0.05 0.16 -0.07
C -0.77 0.56 -0.07

(2)
Entry from the OMol25 dataset: a single C19H25NO2 molecule (ωB97M-V with the def2-TZVPD basis set).

Output
energy relative to the best compared isomer or geometry (same formula, charge and spin) = 176.3 kJ/mol
HOMO = -8.3 eV

Last column: natural (NBO) charge in e.
Cartesian coordinates (Å):
C (0.536589, 2.986976, -0.272361)  -0.6167
C (1.650062, 1.942501, -0.305144)  -0.0431
C (2.199322, 1.671053, 1.113109)  -0.4131
C (3.687296, 1.289756, 1.118384)  -0.4375
C (3.946538, -0.014532, 0.420357)  0.0701
C (3.562865, -1.213131, 1.013404)  -0.2427
C (3.763348, -2.417302, 0.363450)  -0.2080
C (4.359121, -2.443627, -0.886920)  -0.2294
C (4.756713, -1.258031, -1.480314)  -0.2068
C (4.551632, -0.053283, -0.830302)  -0.2508
N (1.241697, 0.744444, -1.031682)  -0.6357
C (-0.088154, 0.206962, -0.876738)  -0.2471
C (-0.482922, -0.353569, 0.507560)  0.0588
O (0.448408, -1.293830, 0.990297)  -0.7150
C (-1.889890, -0.969595, 0.441599)  -0.0846
O (-2.800279, 0.067521, 0.164440)  -0.5206
C (-4.124312, -0.236520, 0.038907)  0.3889
C (-4.669095, -1.506403, 0.186681)  -0.3323
C (-6.033974, -1.691484, 0.033552)  -0.1862
C (-6.863922, -0.627882, -0.264740)  -0.2462
C (-6.320731, 0.639535, -0.411014)  -0.1887
C (-4.964274, 0.836748, -0.261573)  -0.2836
H (0.936970, 3.934711, 0.079626)  0.2137
H (0.135702, 3.134375, -1.271812)  0.2157
H (-0.270079, 2.686455, 0.391413)  0.2018
H (2.473684, 2.360326, -0.903575)  0.1835
H (2.076660, 2.571436, 1.718787)  0.2044
H (1.631323, 0.868593, 1.581884)  0.2137
H (4.263892, 2.085384, 0.641143)  0.2039
H (4.016468, 1.210035, 2.157912)  0.2152
H (3.093469, -1.200645, 1.985686)  0.2198
H (3.456504, -3.339305, 0.836305)  0.2109
H (4.517132, -3.384441, -1.393909)  0.2127
H (5.227406, -1.270791, -2.452567)  0.2136
H (4.861918, 0.868426, -1.301554)  0.2118
H (1.934926, 0.020918, -0.876034)  0.3703
H (-0.171577, -0.610275, -1.604774)  0.1890
H (-0.820945, 0.967684, -1.147731)  0.2139
H (-0.504533, 0.448286, 1.251012)  0.1791
H (0.615909, -1.949291, 0.302528)  0.4669
H (-2.116755, -1.444641, 1.406399)  0.1853
H (-1.923067, -1.737061, -0.347048)  0.1653
H (-4.045951, -2.354963, 0.422111)  0.2189
H (-6.446050, -2.683136, 0.150890)  0.2128
H (-7.925593, -0.782342, -0.382331)  0.2130
H (-6.959426, 1.478669, -0.643515)  0.2139
H (-4.524011, 1.815274, -0.371804)  0.2213

Atoms 1-6, force components in eV/Å:
C 0.29 -0.22 -0.14
C 0.00 0.16 0.15
C 0.15 0.17 -0.20
C -0.25 0.00 0.13
C 0.23 0.04 0.03
C 0.05 0.01 -0.03

(3)
Entry from the OMol25 dataset: a molecular structure, C19H25O5PPtS (ωB97M-V with the def2-TZVPD basis set).

Output
energy relative to the best compared isomer or geometry (same formula, charge and spin) = 0.0 kJ/mol
net charge = +2
HOMO = -15.5 eV

Last column: natural (NBO) charge in e.
Cartesian coordinates (Å):
Pt (-0.360075, -0.197532, 0.252682)  0.3752
C (0.569704, 3.420014, 0.653708)  -0.6660
C (-0.211347, 2.382070, -0.084870)  0.1116
C (-1.395351, 1.805893, 0.480629)  -0.3078
C (-2.269422, 0.987002, -0.289346)  0.0151
C (-3.621128, 0.583173, 0.211965)  -0.6473
C (-1.767354, 0.537501, -1.521693)  -0.3419
C (-0.590098, 1.099215, -2.108861)  0.1321
C (-0.247757, 0.771143, -3.520867)  -0.6681
C (0.165774, 2.016418, -1.377951)  -0.2872
H (1.630859, 3.173881, 0.688585)  0.2539
H (0.195836, 3.589056, 1.659488)  0.2320
H (0.481318, 4.360896, 0.104746)  0.2748
H (-1.726466, 2.150809, 1.451579)  0.2485
H (-3.864227, -0.439463, -0.072212)  0.2445
H (-4.372423, 1.237359, -0.235564)  0.2673
H (-3.692291, 0.684296, 1.293327)  0.2382
H (-2.356797, -0.157751, -2.108469)  0.2694
H (-0.464117, -0.265786, -3.762963)  0.2591
H (0.791632, 0.990676, -3.751930)  0.2497
H (-0.877290, 1.390798, -4.167671)  0.2737
H (1.040067, 2.468723, -1.828836)  0.2601
O (1.806259, -2.009138, -3.659763)  -0.4479
C (1.560525, -2.296448, -2.546555)  0.7793
O (0.215865, -2.079946, -2.065033)  -0.6825
C (2.346767, -2.881469, -1.458166)  -0.2290
C (3.635865, -3.380096, -1.584366)  -0.1147
C (4.203223, -4.001813, -0.484456)  -0.1711
C (3.484969, -4.136017, 0.702169)  -0.1490
C (2.197045, -3.632007, 0.836181)  -0.2416
C (1.664268, -2.981161, -0.259371)  -0.1159
S (0.018374, -2.343535, -0.476735)  0.8731
H (4.152728, -3.307585, -2.532067)  0.2602
H (5.198493, -4.417740, -0.555756)  0.2530
H (3.931959, -4.663587, 1.534376)  0.2463
H (1.640190, -3.757777, 1.754777)  0.2515
C (0.155799, 1.413938, 3.835832)  -0.2518
O (-0.101404, 0.030820, 3.506341)  -0.8268
P (0.449703, -0.739523, 2.255060)  2.0688
O (2.006114, -0.647532, 2.239201)  -0.8284
C (2.832068, -0.971539, 3.400717)  -0.2562
O (0.114692, -2.229828, 2.623224)  -0.8478
C (-1.236129, -2.663456, 2.946803)  -0.2569
H (0.229908, 1.463161, 4.917610)  0.2359
H (-0.683965, 2.017323, 3.502122)  0.1935
H (1.086660, 1.754940, 3.384063)  0.1948
H (3.574881, -0.185167, 3.483630)  0.2229
H (3.310640, -1.927034, 3.206476)  0.2121
H (2.227306, -1.026777, 4.303036)  0.2027
H (-1.937012, -2.286221, 2.201251)  0.1902
H (-1.497630, -2.303322, 3.937844)  0.2209
H (-1.216443, -3.747417, 2.928110)  0.2274

Atoms 1-6, force components in eV/Å:
Pt -0.02 -0.10 -0.21
C 0.00 0.00 0.00
C 0.02 -0.09 0.05
C -0.08 0.04 0.00
C 0.03 0.11 0.08
C 0.00 0.03 0.00

Please write out number 2 again, unchanged.
Entry from the OMol25 dataset: a single C19H25NO2 molecule (ωB97M-V with the def2-TZVPD basis set).

Output
energy relative to the best compared isomer or geometry (same formula, charge and spin) = 176.3 kJ/mol
HOMO = -8.3 eV

Last column: natural (NBO) charge in e.
Cartesian coordinates (Å):
C (0.536589, 2.986976, -0.272361)  -0.6167
C (1.650062, 1.942501, -0.305144)  -0.0431
C (2.199322, 1.671053, 1.113109)  -0.4131
C (3.687296, 1.289756, 1.118384)  -0.4375
C (3.946538, -0.014532, 0.420357)  0.0701
C (3.562865, -1.213131, 1.013404)  -0.2427
C (3.763348, -2.417302, 0.363450)  -0.2080
C (4.359121, -2.443627, -0.886920)  -0.2294
C (4.756713, -1.258031, -1.480314)  -0.2068
C (4.551632, -0.053283, -0.830302)  -0.2508
N (1.241697, 0.744444, -1.031682)  -0.6357
C (-0.088154, 0.206962, -0.876738)  -0.2471
C (-0.482922, -0.353569, 0.507560)  0.0588
O (0.448408, -1.293830, 0.990297)  -0.7150
C (-1.889890, -0.969595, 0.441599)  -0.0846
O (-2.800279, 0.067521, 0.164440)  -0.5206
C (-4.124312, -0.236520, 0.038907)  0.3889
C (-4.669095, -1.506403, 0.186681)  -0.3323
C (-6.033974, -1.691484, 0.033552)  -0.1862
C (-6.863922, -0.627882, -0.264740)  -0.2462
C (-6.320731, 0.639535, -0.411014)  -0.1887
C (-4.964274, 0.836748, -0.261573)  -0.2836
H (0.936970, 3.934711, 0.079626)  0.2137
H (0.135702, 3.134375, -1.271812)  0.2157
H (-0.270079, 2.686455, 0.391413)  0.2018
H (2.473684, 2.360326, -0.903575)  0.1835
H (2.076660, 2.571436, 1.718787)  0.2044
H (1.631323, 0.868593, 1.581884)  0.2137
H (4.263892, 2.085384, 0.641143)  0.2039
H (4.016468, 1.210035, 2.157912)  0.2152
H (3.093469, -1.200645, 1.985686)  0.2198
H (3.456504, -3.339305, 0.836305)  0.2109
H (4.517132, -3.384441, -1.393909)  0.2127
H (5.227406, -1.270791, -2.452567)  0.2136
H (4.861918, 0.868426, -1.301554)  0.2118
H (1.934926, 0.020918, -0.876034)  0.3703
H (-0.171577, -0.610275, -1.604774)  0.1890
H (-0.820945, 0.967684, -1.147731)  0.2139
H (-0.504533, 0.448286, 1.251012)  0.1791
H (0.615909, -1.949291, 0.302528)  0.4669
H (-2.116755, -1.444641, 1.406399)  0.1853
H (-1.923067, -1.737061, -0.347048)  0.1653
H (-4.045951, -2.354963, 0.422111)  0.2189
H (-6.446050, -2.683136, 0.150890)  0.2128
H (-7.925593, -0.782342, -0.382331)  0.2130
H (-6.959426, 1.478669, -0.643515)  0.2139
H (-4.524011, 1.815274, -0.371804)  0.2213

Atoms 1-6, force components in eV/Å:
C 0.29 -0.22 -0.14
C 0.00 0.16 0.15
C 0.15 0.17 -0.20
C -0.25 0.00 0.13
C 0.23 0.04 0.03
C 0.05 0.01 -0.03